Record 1
Computed, not measured: C34H53CdGeNO8PSSe2Si3 as an isolated structure at a distorted geometry, with ωB97M-V/def2-TZVPD.

Results
Total charge   -2
Spin multiplicity   2
Kohn-Sham gap (alpha / beta)   6.14 / 6.41 eV
Maximum force   2.628 eV/A

CARTESIAN COORDINATES (ANGSTROEM)
1 Cd -0.41504 -1.33313 -0.49483
2 O -1.87044 -2.51323 1.18817
3 C -2.61664 -3.39923 0.39677
4 C -1.70504 -4.33693 -0.40403
5 N -0.79404 -3.60683 -1.28073
6 C 0.52836 -4.22283 -1.25853
7 C 1.28196 -3.89703 0.06897
8 O 1.95136 -4.79333 0.57137
9 O 1.14906 -2.71353 0.48917
10 C -1.27294 -3.45853 -2.64743
11 C -0.35264 -2.47743 -3.44603
12 O -0.29804 -2.61303 -4.66673
13 O 0.27906 -1.62893 -2.76573
14 H -1.27974 -3.01123 1.78397
15 H -3.21104 -2.76973 -0.27413
16 H -3.28924 -3.99893 1.03447
17 H -2.32524 -5.04983 -0.97073
18 H -1.10014 -4.90253 0.31717
19 H 1.13956 -3.79833 -2.05773
20 H 0.48096 -5.31573 -1.40123
21 H -2.27514 -3.01783 -2.64293
22 H -1.30344 -4.42823 -3.17973
23 Se -0.95864 0.48447 1.36817
24 P -0.69404 -0.20583 3.41757
25 Se 0.13096 -2.10263 3.93137
26 C 0.20276 1.14407 4.29957
27 C 1.28166 0.90577 5.13257
28 C 1.96706 1.96787 5.69927
29 C 1.59706 3.26977 5.41247
30 C 0.51606 3.51007 4.57667
31 C -0.19284 2.45167 4.04597
32 C -2.27714 -0.10583 4.35537
33 C -2.20104 -0.26753 5.73307
34 C -3.34594 -0.22203 6.50247
35 C -4.57554 -0.01053 5.89547
36 C -4.65164 0.12927 4.51987
37 C -3.50764 0.06707 3.74187
38 H 1.59006 -0.11243 5.31997
39 H 2.79966 1.77147 6.36097
40 H 2.15726 4.09987 5.82467
41 H 0.23426 4.52657 4.33827
42 H -1.03714 2.62277 3.39207
43 H -1.24104 -0.45923 6.19387
44 H -3.27954 -0.35803 7.57467
45 H -5.47614 0.02657 6.49637
46 H -5.60984 0.28437 4.04327
47 H -3.56474 0.13607 2.66367
48 C -5.25524 4.95627 -3.64073
49 C -4.75144 3.66527 -3.05683
50 C -4.06084 3.66287 -1.84843
51 C -3.59254 2.47637 -1.30963
52 C -3.78834 1.28837 -1.98983
53 C -4.47074 1.27667 -3.18783
54 C -4.96934 2.45887 -3.71043
55 S -3.04024 -0.20683 -1.31583
56 O -3.51344 -0.28033 0.05117
57 O -3.48964 -1.31693 -2.13403
58 O -1.61404 0.10587 -1.46263
59 H -4.52584 5.75097 -3.49653
60 H -6.18464 5.25937 -3.15613
61 H -5.44694 4.84787 -4.70583
62 H -3.87954 4.60287 -1.33983
63 H -3.05664 2.45847 -0.37133
64 H -4.58214 0.33497 -3.70153
65 H -5.52004 2.44547 -4.64253
66 C 3.57976 -1.03113 2.18287
67 Si 3.36026 0.31767 0.84417
68 C 5.14056 0.95547 0.39977
69 C 2.60966 1.88007 1.68207
70 Ge 1.99106 -0.41383 -1.09063
71 Si 3.58646 -1.74403 -2.36723
72 C 4.52226 -2.93723 -1.18243
73 C 3.11496 -2.78153 -3.92113
74 C 4.96166 -0.55133 -3.02983
75 Si 1.45426 1.59547 -2.39083
76 C 0.74036 1.21597 -4.12323
77 C 2.96856 2.76977 -2.71763
78 C 0.21436 2.78457 -1.52583
79 H 3.83536 -0.63403 3.16217
80 H 4.33856 -1.75763 1.90707
81 H 2.64886 -1.58083 2.28487
82 H 5.61626 1.42897 1.25327
83 H 5.08616 1.69387 -0.39403
84 H 5.78726 0.15297 0.06157
85 H 3.06216 2.10427 2.64487
86 H 1.54506 1.73747 1.84697
87 H 2.73186 2.75057 1.04417
88 H 3.81986 -3.42353 -0.51343
89 H 5.22786 -2.39103 -0.56393
90 H 5.06466 -3.71893 -1.70883
91 H 2.96156 -3.82833 -3.66963
92 H 3.88926 -2.73703 -4.68363
93 H 2.19386 -2.41513 -4.36373
94 H 5.24126 0.15487 -2.25833
95 H 4.60126 0.01977 -3.87813
96 H 5.86036 -1.07623 -3.33963
97 H 1.37186 0.51907 -4.66493
98 H 0.60586 2.10497 -4.73513
99 H -0.22444 0.73857 -3.99603
100 H 3.71036 2.28727 -3.34283
101 H 3.44556 3.03917 -1.78133
102 H 2.66026 3.68707 -3.21163
103 H -0.67324 2.21857 -1.26413
104 H -0.09984 3.60757 -2.16533
105 H 0.62426 3.20447 -0.61113

---

Record 2
Computed, not measured: C34H53CrN4OP2S as an isolated structure at a distorted geometry, with ωB97M-V/def2-TZVPD.

Results
Total charge   +1
Spin multiplicity   5
Kohn-Sham gap (alpha / beta)   4.03 / 5.37 eV
Maximum force   4.642 eV/A

CARTESIAN COORDINATES (ANGSTROEM)
1 C 1.25437 1.66642 -2.00174
2 C -0.06751 -0.10957 -2.78582
3 C 1.73230 1.92259 -3.28276
4 C 0.18689 0.29433 -4.11983
5 C 1.11379 1.28642 -4.36874
6 H 2.54459 2.63592 -3.39901
7 H -0.36766 -0.21929 -4.90354
8 H 1.37295 1.58731 -5.38366
9 N 0.29920 0.74297 -1.76521
10 P 0.38727 2.45919 0.42434
11 P -0.84652 -2.06026 -0.86207
12 C 1.78036 2.39110 -0.77358
13 H 2.61524 1.81161 -0.34379
14 H 2.18346 3.38208 -1.02509
15 C -0.63089 -1.35422 -2.44145
16 H -1.04225 -1.95071 -3.26100
17 C 0.42873 -3.52261 -1.22319
18 C -2.63288 -2.85242 -0.83455
19 C 1.25607 2.80833 2.06033
20 C -0.55879 3.93464 -0.31190
21 C 0.89361 -3.92347 0.17783
22 H 0.06938 -4.33179 0.77601
23 H 1.67042 -4.69285 0.09081
24 H 1.31266 -3.07968 0.73091
25 C -0.17964 -4.71442 -1.97151
26 H -0.98191 -5.23058 -1.43831
27 H -0.52781 -4.41711 -2.96790
28 H 0.62802 -5.44380 -2.12769
29 C 1.57869 -3.05902 -2.13163
30 H 2.38757 -3.80062 -2.09536
31 H 1.25728 -2.96188 -3.17491
32 H 2.00679 -2.09947 -1.83988
33 C -2.60367 -3.86470 0.32624
34 H -2.18155 -3.40996 1.23556
35 H -3.63260 -4.18134 0.55349
36 H -2.02959 -4.76784 0.09313
37 C -3.67347 -1.77785 -0.50707
38 H -3.52095 -1.33167 0.48267
39 H -3.71321 -0.98989 -1.26633
40 H -4.66294 -2.26352 -0.49258
41 C -3.08403 -3.47654 -2.16173
42 H -2.47820 -4.31968 -2.49889
43 H -4.10356 -3.86167 -2.00552
44 H -3.13055 -2.72726 -2.96214
45 C -1.62475 4.33688 0.71772
46 H -2.23013 5.14096 0.27692
47 H -2.30374 3.50472 0.94748
48 H -1.18464 4.72516 1.64497
49 C -1.25682 3.55808 -1.63412
50 H -0.53463 3.31825 -2.42279
51 H -1.95833 2.72848 -1.52270
52 H -1.82753 4.43975 -1.96213
53 C 0.34924 5.12923 -0.65294
54 H -0.30422 5.93794 -1.00961
55 H 0.91325 5.50707 0.20276
56 H 1.04609 4.89306 -1.46614
57 C 2.35899 1.76652 2.31282
58 H 3.15326 1.81177 1.55848
59 H 2.82096 1.99118 3.28674
60 H 1.96462 0.74505 2.35087
61 C 0.22306 2.70438 3.18910
62 H -0.16121 1.67921 3.28002
63 H 0.71992 2.96653 4.13474
64 H -0.62044 3.39259 3.05316
65 C 1.89378 4.20528 2.04366
66 H 2.56361 4.34142 1.18411
67 H 1.14526 5.00730 2.06744
68 H 2.50481 4.30942 2.95226
69 Cr -0.46825 0.26417 0.09130
70 C -2.18738 0.91721 -0.04839
71 O -3.30225 1.32283 0.00019
72 N 1.29296 -0.51432 0.32917
73 C 2.28941 -1.01444 -0.06782
74 C 3.67332 -1.36232 0.06587
75 C 4.20110 -1.44330 1.37204
76 C 4.53791 -1.55349 -1.04196
77 C 5.54091 -1.78355 1.57895
78 H 3.54524 -1.20626 2.21614
79 C 5.87276 -1.91893 -0.83054
80 H 4.15216 -1.37774 -2.05263
81 C 6.36597 -2.03958 0.47628
82 H 5.92797 -1.83606 2.60184
83 H 6.52817 -2.09852 -1.69113
84 H 7.40397 -2.32759 0.63544
85 S -0.94268 -0.67769 2.21550
86 C -2.54946 -0.31345 2.74065
87 N -3.57737 -1.18496 2.82407
88 C -4.79993 -0.56189 3.30607
89 C -4.40145 0.89883 3.45802
90 N -2.99470 0.89876 3.10353
91 H -3.44307 -2.19011 2.74390
92 H -5.10608 -1.00592 4.25818
93 H -5.61084 -0.69437 2.58257
94 H -4.54034 1.26013 4.48020
95 H -4.96340 1.55024 2.78178
96 H -2.40452 1.72482 3.11503

---

Record 3
Computed, not measured: C34H54BN6V as an isolated structure, with ωB97M-V/def2-TZVPD.

Results
Total charge   +3
Spin multiplicity   2
Kohn-Sham gap (alpha / beta)   4.76 / 6.10 eV
Maximum force   0.869 eV/A

CARTESIAN COORDINATES (ANGSTROEM)
1 V 0.62804 -0.83874 0.70367
2 C -1.08117 -4.73858 -0.37884
3 C -0.12880 -4.47007 0.75158
4 C 1.25330 -4.49416 0.51467
5 C 2.16630 -4.31669 1.54883
6 C 1.71293 -4.13477 2.85202
7 C 0.34683 -4.13833 3.10555
8 C -0.56512 -4.29040 2.06664
9 H -0.74605 -5.61044 -0.94231
10 H -1.11691 -3.90813 -1.08981
11 H -2.08941 -4.93631 -0.02128
12 H 1.59853 -4.76422 -0.47704
13 H 3.22954 -4.39274 1.35449
14 H 2.42363 -4.05457 3.66441
15 H -0.00426 -4.05853 4.12783
16 H -1.62684 -4.34312 2.28118
17 C 4.48284 1.46439 1.20810
18 C 3.21420 1.13014 2.02103
19 C 3.15193 -0.36390 2.37082
20 C 2.02094 1.67660 1.29553
21 C 1.75169 2.99840 1.05855
22 C 0.58625 3.06422 0.25757
23 C 0.06297 4.37239 -0.23485
24 C 1.04584 4.88389 -1.31512
25 C -1.37683 4.44413 -0.73174
26 N 0.17279 1.80827 0.03341
27 N 1.03468 0.94455 0.67415
28 B -0.99286 1.18286 -0.83246
29 N -0.30283 0.15948 -1.76164
30 N 0.48330 -0.77674 -1.14000
31 C 1.21587 -1.44025 -2.10710
32 C 0.82743 -0.95795 -3.32511
33 C -0.12365 0.06518 -3.08732
34 C -0.70575 0.89737 -4.17774
35 C -0.01563 2.27416 -4.21628
36 C -2.22923 1.05580 -4.14100
37 C 2.38023 -2.31974 -1.78232
38 C 3.55236 -1.39139 -1.39845
39 C 2.76844 -3.20480 -2.96463
40 N -1.86533 0.37373 0.17480
41 N -1.14055 -0.40489 1.04683
42 C -1.94450 -0.71699 2.12791
43 C -3.19070 -0.23039 1.86476
44 C -3.12187 0.47085 0.63077
45 C -4.30633 1.19283 0.09100
46 C -4.30006 1.54957 -1.38838
47 C -4.56650 2.43761 0.97136
48 C -1.41496 -1.27152 3.41178
49 C -2.18012 -0.67971 4.60253
50 C 0.07554 -0.94409 3.50329
51 H 5.36013 1.15149 1.77244
52 H 4.56024 2.53538 1.03117
53 H 4.48933 0.95584 0.24388
54 H 3.29141 1.68966 2.95603
55 H 2.60960 -0.97088 1.61337
56 H 2.70224 -0.53558 3.34571
57 H 4.15742 -0.77989 2.40248
58 H 2.31162 3.84968 1.40965
59 H 0.16119 5.04716 0.62061
60 H 1.07191 4.20055 -2.16453
61 H 2.05804 4.99635 -0.92964
62 H 0.70905 5.85893 -1.66381
63 H -1.47283 4.05751 -1.74650
64 H -1.68375 5.48821 -0.75462
65 H -2.05902 3.90622 -0.07405
66 H -1.59506 1.99197 -1.42722
67 H 1.19178 -1.26892 -4.28936
68 H -0.44018 0.37534 -5.09773
69 H -0.23674 2.84026 -3.31049
70 H -0.39654 2.82909 -5.07209
71 H 1.06584 2.18482 -4.32571
72 H -2.53215 1.84894 -3.46115
73 H -2.72148 0.12421 -3.86028
74 H -2.57352 1.32448 -5.13817
75 H 2.13580 -2.94292 -0.91985
76 H 3.79057 -0.72420 -2.22733
77 H 4.43912 -1.98242 -1.17246
78 H 3.30525 -0.78179 -0.52296
79 H 3.18719 -2.60272 -3.77219
80 H 1.91488 -3.76195 -3.35125
81 H 3.53303 -3.91902 -2.66405
82 H -4.07024 -0.32977 2.47857
83 H -5.14184 0.50943 0.27454
84 H -3.71326 2.44814 -1.58175
85 H -5.31949 1.76194 -1.70595
86 H -3.92117 0.72885 -1.99480
87 H -3.75538 3.15722 0.86381
88 H -4.67584 2.18492 2.02507
89 H -5.48812 2.90994 0.63601
90 H -1.53657 -2.35562 3.42846
91 H -2.26419 0.40429 4.51708
92 H -1.65648 -0.91061 5.52952
93 H -3.17944 -1.10383 4.68289
94 H 0.23616 0.13630 3.44709
95 H 0.61472 -1.48968 2.69863
96 H 0.48659 -1.29156 4.44928

---

Record 4
Computed, not measured: C34H54N4P2Si2Sn as an isolated structure at a distorted geometry, with ωB97M-V/def2-TZVPD.

Results
Total charge   +2
Energy above the lowest of the compared OMol25 structures with the same formula, charge and spin   0.000 eV
Kohn-Sham gap (alpha / beta)   3.64 / 3.06 eV
Maximum force   3.215 eV/A

CARTESIAN COORDINATES (ANGSTROEM)
1 Sn 0.09884 -1.90648 0.48552
2 C -1.32081 2.54829 -1.28752
3 C -1.61494 1.57028 -2.15413
4 C -0.92131 1.21740 -3.42845
5 C 0.29529 0.28067 -3.36291
6 C 1.50460 0.78837 -2.62645
7 C 1.74259 2.01789 -2.14101
8 C 0.95184 3.27780 -2.34230
9 C -0.18122 3.51898 -1.32281
10 C 2.16922 -1.60620 1.14258
11 H -1.99499 2.71101 -0.43572
12 H -2.49151 0.93051 -1.96566
13 H -0.65798 2.10688 -4.00573
14 H -1.68689 0.65760 -3.99125
15 H -0.03123 -0.67889 -2.91714
16 H 0.57275 0.03717 -4.40659
17 H 2.22088 -0.00734 -2.38718
18 H 2.63299 2.17864 -1.51998
19 H 0.55323 3.38628 -3.36170
20 H 1.66120 4.11291 -2.18658
21 H 0.25601 3.62876 -0.31511
22 H -0.61972 4.49859 -1.56639
23 H 2.26731 -1.26550 2.17999
24 H 2.62033 -0.87082 0.45661
25 H 2.64663 -2.58724 0.99672
26 P 1.35908 -1.13964 -8.11056
27 P -1.86566 -0.73943 -7.83334
28 N 2.79890 -0.14196 -8.16262
29 N 2.07513 -2.41102 -9.14786
30 N -2.08335 1.02847 -7.72411
31 N -3.51960 -1.03981 -8.31017
32 C 0.40102 -0.24308 -9.44050
33 C -1.06362 -0.71139 -9.51217
34 C 3.33454 0.46152 -7.01395
35 C 4.37372 1.29373 -7.39575
36 C 4.48868 1.21785 -8.82222
37 C 3.50278 0.35083 -9.26738
38 C 2.20330 -3.74176 -8.72926
39 C 2.71328 -4.50584 -9.77529
40 C 2.89572 -3.61988 -10.89265
41 C 2.47934 -2.36105 -10.48365
42 C -1.77932 1.66291 -6.51569
43 C -1.90900 3.03758 -6.67150
44 C -2.24578 3.27550 -8.03985
45 C -2.31986 2.03031 -8.66739
46 C -4.36861 -0.32483 -9.16797
47 C -5.47234 -1.11175 -9.47232
48 C -5.30056 -2.36555 -8.78827
49 C -4.10797 -2.29913 -8.08991
50 H 0.87672 -0.38678 -10.42095
51 H 0.47052 0.82914 -9.18392
52 H -1.63626 -0.06884 -10.19749
53 H -1.13490 -1.75183 -9.87520
54 H 2.91532 0.22785 -6.04753
55 H 4.98763 1.90307 -6.74542
56 H 5.20213 1.73354 -9.45492
57 H 3.25342 0.05860 -10.27334
58 H 1.91234 -4.01781 -7.72949
59 H 2.93274 -5.56085 -9.76797
60 H 3.28132 -3.86753 -11.87291
61 H 2.42582 -1.44654 -11.05726
62 H -1.47913 1.05676 -5.69406
63 H -1.78825 3.78450 -5.89363
64 H -2.41190 4.23278 -8.51043
65 H -2.51793 1.79247 -9.69974
66 H -4.13988 0.67911 -9.47420
67 H -6.29573 -0.82720 -10.11325
68 H -5.98148 -3.20519 -8.82677
69 H -3.61014 -3.00764 -7.45011
70 C 1.29788 0.53048 3.70525
71 Si -0.45383 0.72995 3.08817
72 C -1.46768 0.93827 4.67739
73 C -0.59452 2.42128 2.29678
74 C -1.09558 -0.64058 1.93868
75 Si -1.90200 -2.10011 2.88209
76 C -3.46377 -1.58035 3.81589
77 C -2.49587 -3.54831 1.85364
78 C -0.62229 -2.73292 4.11540
79 H 1.51584 1.35863 4.39830
80 H 2.03902 0.58296 2.90133
81 H 1.45301 -0.40147 4.26149
82 H -1.06794 1.80278 5.23298
83 H -2.52251 1.15794 4.46484
84 H -1.43150 0.07584 5.35546
85 H 0.31318 2.69225 1.74521
86 H -1.44439 2.50126 1.60824
87 H -0.74003 3.17439 3.08647
88 H -1.81528 -0.14300 1.26322
89 H -4.22892 -1.24307 3.10348
90 H -3.88294 -2.44162 4.36086
91 H -3.31773 -0.77978 4.55250
92 H -1.88205 -3.82816 0.98855
93 H -2.58141 -4.44392 2.49283
94 H -3.50983 -3.32405 1.48066
95 H 0.33393 -2.98226 3.63202
96 H -0.43078 -2.00692 4.92093
97 H -1.01525 -3.65004 4.58311